DFT (ωB97M-V/def2-TZVPD) results for a 21-piece molecular cluster, C42H126O21 overall in a non-equilibrium geometry.

XYZ file:
```
189
Properties=species:S:1:pos:R:3
H -6.75537 5.36773 -0.86897
H 3.72558 -1.17815 -5.90970
C 3.70048 0.26817 5.17010
H 1.11310 -3.72280 3.60733
H 3.18363 -1.36680 -1.19771
H -3.62564 1.23608 3.72037
H -1.69355 -2.35323 0.38773
H -0.01742 -5.89786 3.38215
C -3.33683 -4.34518 -4.39430
H -4.02780 0.44339 0.58428
H 1.11302 0.69797 0.01754
H 2.96539 -6.08122 -2.48573
O -0.11640 -2.86835 6.52071
C 10.07764 2.45531 0.67739
H 0.19976 2.09087 2.53805
C 11.25291 3.22888 0.17214
H 0.03367 3.88059 -0.87670
H 3.20818 -3.30356 -2.43238
H 2.56573 5.15617 1.00790
O 1.64155 -1.02499 4.80067
O 1.59772 0.27883 -6.11902
C 0.74641 -5.80032 4.17200
H 0.81124 -1.45639 0.25092
O -2.46562 -2.98377 5.06780
C 0.85708 -2.04629 8.67103
O 11.20527 4.67905 0.35680
C 4.00136 -1.57450 -1.93596
H -0.32788 -3.31516 -3.48214
C -5.19515 4.28982 0.19428
H 3.21071 -5.58673 3.06863
C -0.40074 -2.25602 7.82460
C 2.53798 0.10956 -7.18182
H -0.89475 -1.33981 7.76424
H 2.94701 0.28548 -0.07841
H 2.81053 -1.39705 6.29616
H -1.03901 3.25635 2.74678
H 1.21889 2.14327 -2.23316
H -2.18871 3.21791 -2.22610
H 4.99625 -0.55420 -3.55419
H -0.60975 -5.22681 0.50463
H -2.24559 0.92645 -6.51556
O -1.49842 0.32193 1.63006
C 2.96283 -1.07862 5.23991
H -2.80952 3.55993 -6.03950
H -4.30608 -0.15397 -4.55690
C 0.78695 2.44569 -3.22154
C -0.30736 2.68509 3.28824
H 0.82451 -0.62051 -2.68770
C -2.77645 -4.44055 5.00552
H -5.78424 3.37651 -0.11313
H -2.45410 -6.13758 -3.73672
H -1.41857 -3.99134 -1.34887
H 1.27668 1.82473 -4.00705
H 4.70243 0.39739 -2.10861
H 2.16007 -5.72948 1.01959
C -3.93042 0.16086 3.87134
C -1.80346 -3.47437 0.45555
C 0.65145 3.70133 3.87336
H -6.90625 5.57112 0.78348
H 1.55047 -0.87243 3.87294
H 1.42403 -2.91258 8.95603
H -1.14446 -2.97134 8.31092
H 2.55209 -1.99309 -7.06150
H 1.08404 3.47470 -3.51172
H 1.36405 -0.59071 -5.74858
H -0.90598 1.28338 -2.88932
H -2.66811 -3.65249 -3.69195
H 12.17110 3.04217 0.69281
C 2.04896 0.27332 0.50187
H -4.79089 -1.00018 5.44270
H 3.48597 -4.96018 -1.17344
C 4.24406 -0.31915 -2.75430
H -0.60062 -1.33082 -1.90386
H 2.16746 -4.20321 4.81765
H -0.63235 -1.75790 -4.27625
H 11.05864 4.91111 1.29037
H -4.05194 -6.30158 -4.40597
H 3.20260 1.01012 -7.19458
H 0.16982 -5.57736 5.03914
H -3.55613 1.09196 -0.89308
H 3.60502 -1.86592 4.77095
H -4.15539 2.15963 -4.68160
H 1.04854 -2.15386 -1.78947
H 10.31725 1.39875 0.80250
H -1.54910 6.60735 -2.62790
C 1.51125 -1.05705 1.00948
H -1.13253 2.51775 -4.16304
C -2.02001 1.17352 0.64329
C -6.13188 5.48775 0.02078
O -4.54806 1.66496 -5.41710
H -2.37189 2.12780 1.03888
H -4.62622 -0.17429 -6.30548
H 1.54888 -1.27895 8.15095
H -2.70014 5.24622 -6.26346
H 3.33651 0.90209 5.95187
H -0.68482 0.98476 4.26784
H -5.64083 6.48230 0.08081
H -3.97247 -5.59598 3.55537
H 0.40273 -2.20385 6.02783
O -1.23200 3.17860 -2.13240
H -3.31806 5.66722 -3.83811
C -3.18687 0.52462 -0.08628
H 2.01592 6.60853 0.11927
H 3.86054 -7.14203 -0.29015
H 1.99667 0.07107 -8.13550
O 2.65197 -4.81528 2.89949
C 2.76816 -5.75939 -1.43638
H -5.46887 0.56730 5.42370
H -2.91014 -0.41982 -0.59547
H 3.92222 -1.33454 -7.72062
C 2.81320 -6.94324 -0.52346
O -0.94949 1.90751 4.35617
H 1.27659 -6.75689 4.34238
C -3.65926 4.79768 -4.42658
C -1.72314 7.02273 -1.58978
H -2.20919 -0.65818 -6.02081
H 4.89018 -1.89094 -1.44607
H -3.13830 8.71347 -2.17900
H -3.17957 -4.22279 2.82320
O 2.10849 -6.60719 0.67296
C -0.58204 -4.19592 0.88105
C 3.24306 -1.19861 -6.89221
C -4.05992 0.33973 -5.50213
H 1.10977 4.37168 3.13651
O 1.34294 -2.51436 -4.50156
H -4.73933 4.25407 1.20739
H -3.97523 7.19883 -1.61406
H 2.40284 3.68744 -0.93642
H 2.34896 -1.81287 1.09446
H -3.34982 4.79087 -0.53857
C -3.62417 -4.57798 3.78136
H 1.84188 5.04654 -1.77810
O -4.09464 -5.69353 -2.47707
H -2.82147 -1.37210 4.26701
O -4.11196 4.30514 -0.79078
H -3.36727 -4.71237 5.83110
H -3.72503 -5.01515 -1.91877
C 0.10237 -2.33873 -3.73601
C 1.68099 -4.60370 3.93038
H -1.90582 -5.14159 4.96248
H -4.23968 4.06626 -2.73588
H -0.05886 -0.57319 1.99510
H 1.44016 3.31666 4.50027
H 11.47679 3.14520 -0.91503
C -3.48003 -5.68970 -3.74984
H -4.28171 -3.79091 -4.52291
C -4.55269 0.02112 5.29753
O -2.84829 -0.70961 3.59990
H -0.93659 7.76188 -1.39971
C -2.64845 4.50722 -5.53653
O 3.64728 -2.59902 -2.90882
H 0.12277 4.44836 4.46911
C 1.85257 4.66418 -0.79103
H 3.35765 0.07515 -3.29675
H -2.69448 -3.67917 1.15941
H -2.79825 -4.55172 -5.37223
O 0.83161 -0.98696 2.20896
H -1.00030 5.56909 -0.46133
H -0.37786 -4.13062 1.89960
H -1.74207 -2.79610 5.66774
O -2.24746 -3.90326 -0.81800
H -4.66537 4.96581 -4.77761
H -1.22534 1.35502 -0.11019
H -3.93405 0.25957 6.16117
H 2.16444 -7.75937 -0.94024
H 9.87459 2.86592 1.67803
H 1.75039 -5.37818 -1.38829
H 9.22593 2.45613 0.02480
C -3.05135 7.84979 -1.48752
C 0.35729 -1.58238 -2.44021
H 2.11120 -2.52063 -3.94702
H 0.59255 -1.56832 9.55199
H 0.29105 -3.80846 0.35596
H 4.78701 0.15854 5.37714
O -3.78022 3.70370 -3.50701
H 3.51639 0.75349 4.14842
H -4.72745 -0.00887 3.13005
H -4.50833 -3.95748 3.88793
H -1.66734 4.45822 -5.05991
H 2.23095 0.81684 1.46584
C -0.69306 2.30397 -3.19742
C -2.57267 0.31756 -5.70272
O 0.54166 4.47018 -0.30144
O -1.83943 6.05318 -0.56574
H -3.13989 8.26777 -0.50567
H 3.59766 5.87845 -0.16771
H -2.02925 0.65217 -4.75734
H -2.17383 0.02806 2.24704
C 2.53859 5.66101 0.06371
```

Results
spin multiplicity	1
ΔE to the lowest compared entry with this formula, charge and spin	2.743	eV
molar mass	967.4	g/mol
net charge	0
HOMO-LUMO gap	0.3702	Ha
LUMO level	0.350	eV
E_tot	-88588.768	eV
HOMO energy	-9.72	eV


DFT (ωB97M-V/def2-TZVPD) results for a 5-piece molecular cluster, C16H39BBrO7S4 overall in a non-equilibrium geometry.

XYZ file:
```
68
Properties=species:S:1:pos:R:3
H -0.44611 4.40603 1.44039
H 8.00626 0.39193 3.54959
C -4.97551 -0.43219 -0.63085
H -1.31980 1.80824 4.12023
H 2.88453 0.11320 -0.90692
C -4.64064 1.29542 -4.37871
O -1.92528 -1.68502 1.22934
H -1.30370 -1.51492 -2.22417
H 7.72981 2.73858 4.40964
O 0.32387 0.84547 -1.44805
H 0.53246 2.99814 0.92432
H -5.98308 -0.99311 -2.64078
S 6.03374 1.68220 3.06430
H 6.30506 2.25629 5.38019
H -0.61436 -5.01999 1.21993
O -2.90316 3.03279 1.94686
C 5.58309 -0.59904 -0.31419
H -0.71977 3.44381 3.74987
H -5.93208 -2.26788 -1.34963
H -4.37941 -3.24087 -2.66735
C -3.99929 -2.17204 -2.43316
H -5.38268 0.47611 -4.13546
H -4.60638 1.35680 -5.53266
H 6.58954 -0.16472 4.49239
H 6.73204 -0.57705 2.76743
O 4.45266 -1.27605 2.00752
H -3.90439 -1.10561 0.94746
S 4.16304 -1.31728 0.53848
O 6.65098 2.21428 1.81058
O -2.37457 2.25811 -3.52762
C -1.23471 -4.22547 1.63842
H 5.81877 0.37909 0.11118
H 6.43696 -1.26564 -0.18488
Br 0.85551 0.69681 -4.15880
H -5.01411 2.33401 -4.04829
C -0.46748 3.43478 0.94165
H -0.82410 3.55986 -0.08112
C -2.39845 -0.42791 -3.80725
H 0.79424 -1.57619 0.10609
H -4.38447 -1.41147 -4.48818
C 3.02655 0.03618 0.17242
C -1.56432 -0.40231 -2.40850
H -0.86874 -3.94332 2.62742
H -5.92702 0.20155 -0.47387
H -4.13704 0.30376 -0.82868
H -2.20357 -0.09329 -1.52021
H 2.07007 -0.17811 0.64598
S -1.20400 -2.79470 0.53721
H -2.26418 -4.57600 1.71949
H 0.82231 -2.29153 1.73689
O -4.82527 -1.16938 0.62049
B -3.11158 1.02835 -3.87164
H 0.25153 2.00620 3.30762
H 5.35784 -0.50277 -1.37761
C 6.63966 2.68903 4.43583
C -0.17562 0.36172 -2.50723
H -3.23385 -2.32515 -1.60863
S -1.59597 2.32260 1.80572
C 6.93419 0.18656 3.51847
H 1.12822 -3.31367 0.29923
C -5.30585 -1.42792 -1.83422
H -3.02288 2.94068 -3.26619
C -0.75843 2.40896 3.40386
H -2.93971 -2.50364 -4.34284
C -3.46718 -1.61399 -3.82070
H 3.42438 0.97295 0.56729
H 6.22902 3.69410 4.33386
C 0.56243 -2.46631 0.69074
```

Results
spin multiplicity	1
molar mass	562.5	g/mol
net charge	-1
HOMO-LUMO gap	0.1620	Ha
LUMO level	1.851	eV
E_tot	-145613.269	eV
HOMO energy	-2.56	eV


DFT (ωB97M-V/def2-TZVPD) results for C39H31Cl2N6O4PSSrTe as an isolated structure.

XYZ file:
```
86
Properties=species:S:1:pos:R:3
H -0.08221 -1.71064 -6.80539
H -3.72376 0.09064 -2.91524
H 3.38325 1.51421 1.86842
C -4.04494 -2.01357 -1.79687
C 0.30886 -1.76267 -5.79545
Cl -2.52331 0.32955 2.30905
Cl -1.26984 -3.83865 5.60771
H 5.91327 -1.35399 2.31355
C -0.72503 4.52173 0.93639
C 0.68328 -0.69877 -3.65372
H 2.18369 2.55245 -3.96438
N 4.95262 -1.44724 2.02400
C 3.15207 -2.37261 1.25909
Te 2.54736 1.09731 -1.38861
C 1.28987 -1.87513 -3.21038
H 4.24679 1.09410 3.36268
C 1.80636 2.05802 4.64355
H -2.49924 3.67110 -5.07239
H -0.64921 4.94970 -6.11511
H -3.19384 -4.26047 0.58298
C -4.17067 -0.77197 4.08225
C 4.19500 0.92056 2.28596
Sr 0.35279 -0.33770 0.59525
H 0.86678 4.86610 3.03897
N 2.85859 -1.04754 1.51589
C 0.47564 2.84738 2.38823
C -4.14498 -3.13609 -1.03460
H -4.96551 -3.83104 -1.19353
C 0.92384 -2.92110 -5.34606
C 5.34700 -3.85463 1.57793
O 2.49019 -4.45719 0.30316
H 1.01758 -3.78015 -5.99992
H 2.07339 4.14904 5.06746
H -0.30851 0.22916 -5.31922
N -0.83373 2.18650 0.47669
C -2.99564 -1.04135 -1.58243
C -2.09342 3.71921 -0.84344
C -1.91380 -1.76894 3.94307
C -1.59329 4.77808 -0.11422
C 1.15881 2.79148 -4.22468
O 6.50571 -3.66945 1.97207
C 3.97055 -0.51478 1.96097
H -1.87627 5.79794 -0.34740
C 0.99382 3.81449 3.24670
C -2.35674 -2.62916 4.97302
C 1.41006 -2.97310 -4.04532
H -4.78364 -1.79475 -2.56144
N -1.99842 -1.35076 -0.67857
H -0.33824 5.33851 1.52762
H -5.54149 -1.61634 5.50685
H -1.36421 -2.67681 0.76781
H 5.12734 1.26328 1.83362
O 4.80490 -4.92961 1.19477
H 1.87860 -3.87431 -3.66933
H -2.78187 3.86777 -1.66425
C -3.17522 -3.38620 -0.05162
C -0.37710 3.20517 1.20862
C -1.68214 2.42891 -0.52316
C 1.29517 1.15994 3.71875
C -2.14757 -2.47298 0.04215
H -2.05190 1.56918 -1.09137
C -3.62134 -2.58399 5.52997
H 2.30380 1.69379 5.53236
H -4.86067 -0.03167 3.70060
C 0.18405 -0.66334 -4.95542
C -4.54564 -1.65231 5.08461
C 0.88242 3.81775 -5.11550
P 0.39140 0.66640 -2.45597
H 1.37336 0.08743 3.86074
C -0.43423 4.14175 -5.42460
C 4.45370 -2.64082 1.58962
S -0.33478 -1.88376 3.25137
C -1.19046 2.39364 -3.95045
H -1.98595 1.81071 -3.49307
H 1.67590 -1.93307 -2.20026
H -3.87286 -3.28992 6.31037
N 0.66136 1.54553 2.61527
H 1.69858 4.37030 -5.56738
C -1.46874 3.42654 -4.83962
H 3.47986 -4.67451 0.57824
N -2.94594 0.08739 -2.26076
O 1.09110 -2.74168 0.21439
C 1.66932 3.41028 4.38577
C 2.15909 -3.22641 0.57202
C -2.89749 -0.83664 3.54613
C 0.12675 2.06483 -3.63554
```

Results
spin multiplicity	1
ΔE to the lowest compared entry with this formula, charge and spin	0.000	eV
molar mass	996.9	g/mol
net charge	-2
HOMO-LUMO gap	0.2000	Ha
LUMO level	3.766	eV
E_tot	-111383.844	eV
HOMO energy	-1.68	eV